a:
The molecule C4H11NS, computed with ωB97M-V with the def2-TZVPD basis set.

* net charge: 0
* SMILES: CC[C@@H](S)CN
* orbital gap: 9.6 eV
* HOMO energy: -8.93 eV

Each line ends with the natural charge from an NBO analysis.
Cartesian coordinates (Å):
C -0.9218 1.1167 -1.8682  -0.6346
C -1.1018 -0.2721 -1.1275  -0.4300
C -0.2929 -0.5833 0.1297  -0.2906
S 1.4726 -0.3301 -0.3006  -0.0955
C -0.6067 0.4231 1.2352  -0.2479
N -0.0097 -0.1944 2.3917  -0.8476
H -1.1808 1.2637 -2.9847  0.2340
H -1.4986 1.8207 -1.2364  0.1970
H 0.2329 1.6770 -1.6588  0.2080
H -0.8460 -1.1506 -1.8063  0.2003
H -2.1696 -0.1545 -0.9897  0.2131
H -0.4217 -1.5833 0.4097  0.2248
H 1.3048 -1.3628 -1.4428  0.1482
H -1.7303 0.4170 1.1696  0.1968
H -0.1361 1.3296 0.9752  0.1817
H -0.5644 0.2136 3.1254  0.3671
H 1.0562 0.0665 2.2919  0.3754

b:
A 2-piece molecular cluster, C4H11NS overall, computed with ωB97M-V with the def2-TZVPD basis set.

* net charge: 0
* SMILES: C=NC.CSC
* orbital gap: 9.6 eV
* HOMO energy: -8.56 eV

Each line ends with the natural charge from an NBO analysis.
Cartesian coordinates (Å):
C 1.2745 0.2710 1.9813  -0.0774
N 1.2244 -0.0206 3.2086  -0.3863
C 1.3776 -1.4246 3.6025  -0.4430
H 0.8310 1.2122 1.6727  0.1866
H 1.7807 -0.4542 1.3270  0.1344
H 1.9756 -1.9797 2.8728  0.1662
H 1.9136 -1.4174 4.5501  0.2049
H 0.3637 -1.8109 3.6716  0.2137
C -2.1786 1.4064 -3.0892  -0.7384
S -1.0980 1.4053 -1.6299  0.1661
C -0.2781 -0.1933 -1.9454  -0.7460
H -2.7523 0.5043 -3.2435  0.2164
H -2.7736 2.3201 -3.0785  0.2294
H -1.5272 1.6043 -3.9307  0.2094
H 0.7836 0.0126 -1.7799  0.2205
H -0.3217 -0.5184 -2.9833  0.2240
H -0.5953 -0.9171 -1.2061  0.2195

Least stable of them? a.

a:
The molecule C4H11NS, computed with ωB97M-V with the def2-TZVPD basis set.

* net charge: 0
* SMILES: C[C@H](N)CCS
* orbital gap: 9.9 eV
* HOMO energy: -8.88 eV

Each line ends with the natural charge from an NBO analysis.
Cartesian coordinates (Å):
C -0.3873 -0.1658 2.6214  -0.6186
C 0.1895 -0.0011 1.2203  -0.0544
N 1.3349 0.9448 1.1888  -0.8462
C -0.8489 0.4255 0.1917  -0.4143
C -0.2876 0.6392 -1.2065  -0.5143
S 0.1282 -0.9238 -2.0385  -0.0595
H -0.9285 0.7301 2.9179  0.1982
H -1.0773 -1.0112 2.6952  0.2141
H 0.4573 -0.2537 3.3130  0.2085
H 0.6233 -0.9497 0.8930  0.1919
H 2.1386 0.5197 1.6328  0.3595
H 1.1063 1.7852 1.7130  0.3479
H -1.3034 1.3537 0.5488  0.1969
H -1.6423 -0.3153 0.1462  0.2101
H 0.6055 1.2410 -1.1282  0.2438
H -1.0264 1.1508 -1.8233  0.2192
H -0.9858 -1.0379 -2.7484  0.1171

b:
A 2-piece molecular cluster, C4H11NS overall, computed with ωB97M-V with the def2-TZVPD basis set.

* net charge: 0
* SMILES: C=CN.CSC
* orbital gap: 9.2 eV
* HOMO energy: -8.38 eV

Each line ends with the natural charge from an NBO analysis.
Cartesian coordinates (Å):
C -1.8002 1.6825 0.8141  -0.5365
C -0.6127 1.7790 1.4185  0.0163
N -0.1104 1.0536 2.4769  -0.8200
H -2.5245 0.9585 1.1416  0.1902
H -2.0510 2.3638 0.0082  0.2100
H 0.1320 2.4659 0.9979  0.1804
H -0.4354 0.1093 2.5876  0.3795
H 0.8655 1.1876 2.6804  0.3814
C -0.3163 -1.9783 -0.8763  -0.7553
S 1.1266 -2.2879 -1.9377  0.1908
C 1.8159 -0.5981 -1.7996  -0.7494
H -0.8995 -1.1426 -1.2609  0.2279
H -0.9336 -2.8633 -1.0844  0.2229
H -0.1642 -2.0729 0.2060  0.2139
H 2.7422 -0.6449 -2.3812  0.2242
H 1.9644 -0.3099 -0.7578  0.2109
H 1.2013 0.2975 -2.2332  0.2128

Least stable of them? b.

a:
The molecule C4H11NS, computed with ωB97M-V with the def2-TZVPD basis set.

* net charge: 0
* SMILES: CCSCNC
* orbital gap: 9.4 eV
* HOMO energy: -8.40 eV

Each line ends with the natural charge from an NBO analysis.
Cartesian coordinates (Å):
C -0.6544 0.2735 2.9790  -0.6244
C 0.4226 -0.2526 2.0330  -0.5109
S 0.7839 0.9630 0.7097  0.1366
C 0.5608 -0.0773 -0.8296  -0.3155
N 0.0953 0.7542 -1.9121  -0.6137
C -0.3689 -0.1218 -2.9862  -0.4229
H -0.2555 1.1554 3.4807  0.2100
H -1.4446 0.7230 2.3721  0.2188
H -1.0156 -0.4614 3.6898  0.2139
H 1.3809 -0.4151 2.5188  0.2119
H 0.1497 -1.1963 1.5605  0.2069
H 1.4039 -0.7573 -0.9872  0.1780
H -0.2278 -0.7645 -0.5064  0.1917
H 0.8617 1.2979 -2.2982  0.3553
H -0.5743 0.4346 -3.8993  0.2057
H 0.2227 -1.0137 -3.2275  0.1688
H -1.3403 -0.5415 -2.6971  0.1897

b:
A 3-piece molecular cluster, C4H11NS overall, computed with ωB97M-V with the def2-TZVPD basis set.

* net charge: 0
* orbital gap: 3.8 eV
* HOMO energy: -7.85 eV

Each line ends with the natural charge from an NBO analysis.
Cartesian coordinates (Å):
C 0.8045 1.7546 -0.8553  0.2930
C 0.2231 2.0929 0.2565  -0.5416
S -2.2959 -1.2148 0.8077  -0.4930
C 0.7957 0.3448 -1.3990  -0.3375
N 2.0373 -0.3658 -0.7873  -0.5797
C 1.8232 -0.8659 0.6285  -0.4574
H -2.6766 0.8994 -0.5257  0.0298
H -2.3888 0.9493 -1.2359  -0.0433
H 0.3969 2.9740 0.8853  0.2668
H -0.5129 1.3384 0.7462  0.2990
H -2.7596 -1.6907 1.9391  0.1023
H -0.0669 -0.1465 -1.0499  0.2675
H 0.8774 0.2985 -2.5271  0.2369
H 2.5564 0.4836 -0.4666  0.3462
H 0.8019 -1.2617 0.7035  0.2176
H 1.8247 -0.0928 1.3759  0.1762
H 2.5410 -1.7124 0.9594  0.2174

c:
A 2-piece molecular cluster, C4H11NS overall, computed with ωB97M-V with the def2-TZVPD basis set.

* net charge: 0
* SMILES: C=CN.CSC
* orbital gap: 9.2 eV
* HOMO energy: -8.22 eV

Each line ends with the natural charge from an NBO analysis.
Cartesian coordinates (Å):
C 3.3617 1.5816 0.3496  -0.5239
C 3.5057 1.2650 -0.9322  0.0132
N 2.5874 0.7162 -1.8017  -0.8177
H 2.4093 1.4757 0.8852  0.1847
H 4.1349 1.8080 1.0747  0.2070
H 4.4410 1.4827 -1.4123  0.1785
H 1.6903 0.4553 -1.4202  0.3780
H 2.5341 1.1210 -2.7208  0.3773
C -3.3376 -0.0331 0.0815  -0.7480
S -1.6775 -0.4158 0.6678  0.1656
C -1.8769 -2.2204 0.9162  -0.7356
H -3.5592 1.0064 0.2912  0.2302
H -4.1006 -0.6439 0.5574  0.2147
H -3.4187 -0.2930 -0.9779  0.2110
H -0.8327 -2.5600 0.8781  0.2274
H -2.1082 -2.3877 1.9644  0.2165
H -2.5537 -2.6873 0.2129  0.2209

d:
A 2-piece molecular cluster, C4H11NS overall, computed with ωB97M-V with the def2-TZVPD basis set.

* net charge: 0
* orbital gap: 3.6 eV
* HOMO energy: -7.08 eV

Each line ends with the natural charge from an NBO analysis.
Cartesian coordinates (Å):
C 1.9341 -0.3175 0.9644  -0.3087
N 2.5162 -0.3326 -0.2911  -0.0835
C 1.5124 -0.4570 -1.2756  -0.5214
C -3.5731 -0.0563 -0.5562  -0.7676
S -1.8315 -0.3986 -0.2534  -0.2807
C 1.0124 0.9366 1.2702  -0.5739
H 2.6508 -0.3978 1.7827  0.2046
H 1.2593 -1.1882 1.1051  0.2360
H 1.2982 0.5450 -1.6974  0.2773
H 1.9262 -0.9758 -2.1262  0.2440
H 0.5773 -0.9073 -0.9479  0.2339
H -4.0146 0.5842 0.2027  0.2041
H -3.7174 0.3646 -1.5524  0.2195
H -4.0941 -1.0176 -0.5747  0.2204
H 0.1576 0.5332 1.7965  0.2509
H 0.7024 1.4681 0.3752  0.2251
H 1.6838 1.6170 1.7780  0.2199

Least stable of them? b.

a:
A 2-piece molecular cluster, C4H11NS overall, computed with ωB97M-V with the def2-TZVPD basis set.

* net charge: 0
* SMILES: C=CN.CSC
* orbital gap: 9.2 eV
* HOMO energy: -8.22 eV

Each line ends with the natural charge from an NBO analysis.
Cartesian coordinates (Å):
C -0.6755 1.5288 -1.4616  -0.5078
C -0.5517 0.3047 -1.9453  -0.0023
N -1.1453 -0.8514 -1.4147  -0.8196
H -1.3251 1.8252 -0.6397  0.1910
H -0.1272 2.3669 -1.8687  0.2069
H 0.1084 0.1411 -2.7879  0.1916
H -2.0160 -0.6575 -0.9364  0.3708
H -1.3294 -1.5568 -2.1153  0.3734
C -0.4235 -0.3706 2.1304  -0.7504
S 1.3211 -0.6366 2.4651  0.1847
C 2.0247 -0.3099 0.8438  -0.7544
H -0.7755 -0.9620 1.2888  0.2188
H -0.6530 0.6821 1.9550  0.2080
H -0.9517 -0.7013 3.0196  0.2257
H 2.8875 -0.9510 0.7058  0.2234
H 1.3097 -0.5763 0.0721  0.2286
H 2.3224 0.7246 0.6891  0.2116

b:
A 2-piece molecular cluster, C4H11NS overall, computed with ωB97M-V with the def2-TZVPD basis set.

* net charge: 0
* SMILES: C=CN.CSC
* orbital gap: 8.8 eV
* HOMO energy: -7.96 eV

Each line ends with the natural charge from an NBO analysis.
Cartesian coordinates (Å):
C -2.5008 0.1922 1.8541  -0.5755
C -3.2881 0.8961 1.0094  0.0364
N -2.8479 1.6052 -0.0978  -0.8265
H -1.4202 0.3654 1.7708  0.1782
H -2.8179 -0.7764 2.2272  0.2145
H -4.3644 0.9439 1.2213  0.1893
H -1.9113 1.6226 -0.4457  0.3966
H -3.6422 1.8644 -0.6468  0.3876
C 1.8027 -2.0389 -0.1747  -0.7508
S 2.6322 -0.4755 -0.5619  0.1961
C 1.1749 0.5061 -1.0786  -0.7754
H 0.7922 -2.0220 -0.6232  0.2256
H 1.7203 -2.2371 0.9001  0.2234
H 2.3394 -2.7763 -0.7657  0.2248
H 1.5624 1.5491 -1.1521  0.2310
H 0.6328 0.3728 -1.9988  0.2161
H 0.4794 0.8016 -0.2794  0.2086

c:
The molecule C4H11NS, computed with ωB97M-V with the def2-TZVPD basis set.

* net charge: 0
* SMILES: NCCCCS
* orbital gap: 9.8 eV
* HOMO energy: -8.84 eV

Each line ends with the natural charge from an NBO analysis.
Cartesian coordinates (Å):
N 1.8179 -0.6141 -1.6783  -0.8692
C 1.4943 0.0217 -0.3748  -0.2220
C 0.1546 0.8620 -0.5260  -0.4013
C -1.1144 0.0563 -0.0948  -0.4234
C -1.2533 0.3552 1.4327  -0.4777
S -1.7599 -1.2672 2.4304  -0.0859
H 1.9150 -1.6671 -1.5674  0.3643
H 2.7027 -0.2624 -2.1461  0.3717
H 1.3008 -0.5861 0.4409  0.1897
H 2.2549 0.7978 -0.2252  0.1837
H 0.2295 1.8376 -0.0790  0.1929
H 0.0007 0.9661 -1.5769  0.2124
H -0.8196 -1.0406 -0.1196  0.2055
H -1.9454 0.4266 -0.7032  0.2249
H -2.3253 0.9192 1.4533  0.2096
H -0.7513 1.0992 1.9937  0.2243
H -1.9013 -1.9042 1.3404  0.1007

d:
A 2-piece molecular cluster, C4H11NS overall, computed with ωB97M-V with the def2-TZVPD basis set.

* net charge: 0
* SMILES: C=NC.CSC
* orbital gap: 9.5 eV
* HOMO energy: -8.58 eV

Each line ends with the natural charge from an NBO analysis.
Cartesian coordinates (Å):
C -1.5616 1.6858 -0.1237  -0.0679
N -0.5780 2.4503 -0.3146  -0.3912
C 0.4044 2.5182 0.7955  -0.4646
H -2.3612 1.7293 -0.8587  0.1707
H -1.6809 1.0947 0.7839  0.1483
H 1.0791 1.6662 0.7882  0.2027
H -0.1045 2.7796 1.7163  0.1972
H 1.0326 3.3794 0.5353  0.2012
C 1.4966 -1.0329 -0.6428  -0.7396
S 0.4905 -1.6603 0.7434  0.1687
C -0.6526 -2.7775 -0.0840  -0.7448
H 2.5330 -1.1378 -0.3333  0.2236
H 1.2617 0.0218 -0.7600  0.2171
H 1.2947 -1.5220 -1.5905  0.2253
H -0.9941 -3.4356 0.7178  0.2285
H -1.5195 -2.3509 -0.5788  0.2104
H -0.1402 -3.4083 -0.7940  0.2144

Least stable of them? c.

a:
The molecule C4H4N2S, computed with ωB97M-V with the def2-TZVPD basis set.

* net charge: 0
* SMILES: C1=NN=C[C@@H]2S[C@@H]12
* orbital gap: 9.0 eV
* HOMO energy: -9.31 eV

Each line ends with the natural charge from an NBO analysis.
Cartesian coordinates (Å):
C -0.7459 0.4119 -1.0563  0.0576
N -1.3795 1.0041 -0.0916  -0.2614
N -0.8993 0.9222 1.3036  -0.2607
C 0.2839 0.1216 1.4490  0.0639
C 0.3633 -0.8447 0.3908  -0.4335
S 1.3423 -1.7468 -0.8366  0.2817
C 0.7002 -0.0739 -0.9102  -0.4257
H -1.1913 0.6002 -2.1064  0.2081
H 0.8217 0.0327 2.5408  0.2342
H -0.7793 -1.1816 0.3161  0.2697
H 1.4838 0.7542 -0.9993  0.2662

b:
The molecule C4H4N2S, computed with ωB97M-V with the def2-TZVPD basis set.

* net charge: 0
* SMILES: C1=NN=C[C@@H]2S[C@@H]12
* orbital gap: 9.5 eV
* HOMO energy: -9.49 eV

Each line ends with the natural charge from an NBO analysis.
Cartesian coordinates (Å):
C 0.5005 1.3523 0.0320  0.0953
N 1.5830 0.6260 0.1102  -0.2596
N 1.5348 -0.7651 -0.2389  -0.2414
C 0.3814 -1.3341 -0.0868  0.0882
C -0.7590 -0.5539 0.4326  -0.4230
S -2.3661 -0.0110 -0.0492  0.3027
C -0.7721 0.6677 -0.4134  -0.4346
H 0.6074 2.3569 0.3607  0.2061
H 0.3557 -2.3712 -0.2040  0.1978
H -0.4954 -0.3186 1.4566  0.2411
H -0.5703 0.3510 -1.3998  0.2271

c:
The molecule C4H4N2S, computed with ωB97M-V with the def2-TZVPD basis set.

* net charge: 0
* SMILES: Sc1ccncn1
* orbital gap: 9.9 eV
* HOMO energy: -9.42 eV

Each line ends with the natural charge from an NBO analysis.
Cartesian coordinates (Å):
S 2.6711 0.0020 -0.1033  0.0140
C 0.8567 -0.1441 0.0653  0.1624
C 0.1780 1.1228 0.0960  -0.3348
C -1.1866 1.0563 -0.0300  0.0645
N -1.8556 -0.1225 -0.1422  -0.4531
C -1.0711 -1.2032 -0.0450  0.2649
N 0.2353 -1.2930 0.1534  -0.4918
H 2.7977 -1.3117 0.1078  0.1495
H 0.7608 2.0879 0.1918  0.2384
H -1.7569 1.9696 -0.0657  0.2014
H -1.6293 -2.1641 -0.2280  0.1845

d:
The molecule C4H4N2S, computed with ωB97M-V with the def2-TZVPD basis set.

* net charge: 0
* SMILES: N#C/C(C=S)=C\N
* orbital gap: 8.1 eV
* HOMO energy: -8.74 eV

Each line ends with the natural charge from an NBO analysis.
Cartesian coordinates (Å):
N -2.3395 1.1837 -1.0147  -0.3140
C -1.4706 0.8109 -0.3466  0.2668
C -0.3532 0.2865 0.3168  -0.3967
C -0.2387 0.4492 1.7590  -0.2085
S 0.8293 -0.1691 2.8762  -0.0657
C 0.6420 -0.4493 -0.2772  0.2033
N 0.8135 -0.7064 -1.5831  -0.7326
H -1.1014 0.9637 2.1408  0.1987
H 1.2804 -0.9834 0.3993  0.2340
H 1.6536 -1.1101 -1.9118  0.4011
H 0.2846 -0.2757 -2.3587  0.4135

Least stable of them? a.